Record 1
A cluster of 2 separate species, C4H8Se in total in a non-equilibrium geometry, computed with ωB97M-V/def2-TZVPD.

```
13
Properties=species:S:1:pos:R:3:forces:R:3
C 0.6678 -0.5413 -1.0171 0.32 -0.15 0.21
C 0.8164 -1.6481 -0.0607 0.35 0.05 -0.19
C -0.2984 -0.6055 0.1758 -0.55 -0.22 -0.06
C -0.1591 0.3149 1.2329 -0.54 1.29 -1.23
Se -0.9465 3.2549 -0.2822 1.43 -0.93 0.61
H 1.3895 0.2615 -0.9962 -0.05 0.07 0.06
H 0.2314 -0.7245 -1.9858 -0.19 -0.02 0.01
H 0.4738 -2.6347 -0.3302 -0.14 -0.03 0.00
H 1.6452 -1.6368 0.6292 0.06 0.06 0.06
H -1.3029 -0.9434 -0.0466 0.09 0.05 0.00
H 0.8017 0.7342 1.4657 0.31 0.05 0.20
H -1.0045 0.6364 1.8094 -0.17 -0.08 0.35
H -2.3145 3.5325 -0.5942 -0.92 -0.15 -0.04
```
Forces are in eV/Å.

Max |F| in eV Å⁻¹: 1.86
2S+1: 1
Orbital gap (spin up / spin down) in eV: 5.27 / 5.28
HOMO level (spin up / spin down) in Ha: -0.266 / -0.266
E_LUMO (spin up / spin down) in eV: -1.98 / -1.98

---

Record 2
A cluster of 2 separate species, C4H8Si in total in a non-equilibrium geometry, computed with ωB97M-V/def2-TZVPD.

```
13
Properties=species:S:1:pos:R:3:forces:R:3
C -2.6095 -1.3064 0.2219 -1.41 -2.57 1.12
C -2.3637 -0.2255 -0.2103 -0.20 -1.11 0.16
C 0.9543 0.7142 1.4524 2.82 -1.40 -0.93
C -1.8338 0.9734 -0.5782 2.88 3.18 0.87
Si 0.6131 0.3273 -0.3536 -2.94 -0.41 0.62
H -3.0409 -2.2227 0.6336 0.56 0.86 -0.49
H 0.2845 1.3831 1.8327 -1.59 2.17 0.95
H 0.7786 -0.2079 2.0100 0.21 -0.05 -0.14
H 2.0162 1.0430 1.6223 -1.05 -0.19 0.01
H -2.1654 1.8025 0.1414 0.96 -1.03 -0.85
H -1.9894 1.3364 -1.5654 -0.13 -0.03 -0.88
H 0.2460 -1.1435 -0.2209 0.40 0.61 -0.83
H 1.6507 0.7043 -1.3837 -0.51 -0.02 0.38
```
Forces are in eV/Å.

Max |F| in eV Å⁻¹: 4.38
2S+1: 1
Orbital gap in eV: 8.64
HOMO level in Ha: -0.304
E_LUMO in eV: 0.36

---

Record 3
A structure of composition C4H9AsCl6F6NiO in a non-equilibrium geometry, computed with ωB97M-V/def2-TZVPD.

```
28
Properties=species:S:1:pos:R:3:forces:R:3
Ni -2.0361 8.4430 -11.8950 0.62 0.18 -0.86
C -2.5621 9.9956 -7.4688 2.08 0.40 -1.42
O -2.3853 9.5558 -8.8250 -1.17 0.02 0.98
H -2.5129 9.1380 -6.7978 -0.34 -0.17 -0.08
H -1.6871 10.6293 -7.3244 -0.01 0.08 0.73
H -3.4227 10.6313 -7.2604 -0.53 -0.45 -0.50
As 0.1608 8.8593 -15.3746 -0.70 -0.72 0.23
F -0.1102 9.5978 -13.7056 0.12 0.02 -0.86
F 1.3396 7.7566 -14.6162 -0.76 1.20 -0.94
F 0.2840 8.0745 -16.9621 0.16 0.24 1.72
F -1.1522 9.7941 -16.1029 0.87 -0.29 1.07
F 1.3581 10.0865 -15.7979 -1.04 -1.17 0.66
F -1.1157 7.7071 -14.6839 0.59 0.57 -0.74
C -6.4766 10.0280 -14.7577 -0.31 -0.27 0.55
Cl -6.4577 8.5518 -15.6955 0.13 -0.30 -0.31
Cl -4.9536 10.2453 -13.8277 -0.35 0.21 -0.38
H -6.6862 10.8588 -15.4316 0.43 0.01 0.30
H -7.2728 9.8953 -14.0251 0.18 0.31 -0.09
C 1.0145 3.7465 -9.8208 -0.78 0.18 -0.45
Cl 0.1005 5.0352 -10.7390 0.67 -0.66 0.14
Cl 1.6089 4.3969 -8.3106 0.04 -0.10 0.22
H 0.2663 2.9695 -9.6643 0.25 0.14 0.27
H 1.8554 3.3396 -10.3824 -0.23 0.47 -0.20
C -5.9343 4.9217 -10.2762 0.06 -0.15 0.08
Cl -5.0365 4.7601 -8.7202 -0.72 -0.04 -0.74
Cl -4.9296 5.7438 -11.4753 0.04 0.20 -0.19
H -6.1855 3.9565 -10.7158 0.32 -0.06 0.46
H -6.8648 5.4774 -10.1601 0.37 0.12 0.35
```
Forces are in eV/Å.

Max |F| in eV Å⁻¹: 2.55
2S+1: 3
Orbital gap (spin up / spin down) in eV: 8.68 / 8.48
HOMO level (spin up / spin down) in Ha: -0.415 / -0.414
E_LUMO (spin up / spin down) in eV: -2.62 / -2.77

---

Record 4
A cluster of 2 separate species, C4H9BO in total in a non-equilibrium geometry, computed with ωB97M-V/def2-TZVPD.

```
15
Properties=species:S:1:pos:R:3:forces:R:3
C 2.8742 -1.3805 -0.0221 -1.20 -1.30 2.46
C 3.2201 -0.4088 -0.7931 0.42 1.46 -0.83
O 3.5449 0.4636 -1.4924 -0.16 -0.46 0.35
H 2.4028 -1.2670 1.0152 1.00 0.17 -1.87
H 2.9223 -2.3922 -0.3993 0.12 0.07 -0.12
C -2.5394 1.1840 -0.1047 -0.89 1.16 2.24
B -1.0898 0.7763 -0.3220 -1.84 0.07 0.28
C -0.6226 -0.3476 0.5414 3.04 -2.63 1.31
H -2.4172 2.0834 0.5680 0.41 -0.13 -0.56
H -3.1401 0.6291 0.6419 0.07 -0.46 -0.90
H -3.1158 1.5979 -0.8956 -0.60 0.08 -0.82
H -0.5279 1.3738 -1.1126 1.18 0.47 -0.92
H 0.5083 -0.4062 0.7310 -1.63 -0.13 -0.54
H -0.9554 -1.3395 0.1398 0.57 0.64 -0.68
H -1.0647 -0.5663 1.5045 -0.49 0.99 0.61
```
Forces are in eV/Å.

Max |F| in eV Å⁻¹: 4.22
2S+1: 1
SMILES: C=C=O.CBC
Orbital gap in eV: 10.06
HOMO level in Ha: -0.344
E_LUMO in eV: 0.70

---

Record 5
The molecule C4H9BO in a non-equilibrium geometry, computed with ωB97M-V/def2-TZVPD.

```
15
Properties=species:S:1:pos:R:3:forces:R:3
B 0.1945 0.0396 0.3525 2.54 0.23 -2.11
C 1.8435 -0.0741 0.6930 -5.78 -0.75 3.87
C 0.2337 -1.3380 -0.5547 -1.07 -2.50 -3.23
C 0.2309 1.3419 -0.6108 -2.30 -0.45 -1.22
C -1.3231 0.0430 1.1894 -0.26 1.10 -4.80
O 2.9150 -0.0277 0.3129 4.16 0.51 -2.49
H -0.7544 -1.2936 -1.2025 1.59 -0.17 1.51
H 0.3167 -2.3155 -0.0882 -0.51 0.01 0.44
H 1.0849 -1.4636 -1.3715 -1.21 1.26 1.89
H 0.1689 1.0421 -1.7282 0.62 -0.06 1.76
H 0.9874 2.0227 -0.4083 1.49 1.21 0.07
H -0.7079 1.8240 -0.4813 -0.81 1.01 0.03
H -1.6561 -0.8231 1.5559 -0.42 -3.91 1.55
H -1.3826 0.7536 1.9142 0.49 2.44 2.01
H -2.1514 0.2688 0.4275 1.47 0.06 0.72
```
Forces are in eV/Å.

Max |F| in eV Å⁻¹: 7.00
2S+1: 3
Orbital gap (spin up / spin down) in eV: 5.84 / 6.57
HOMO level (spin up / spin down) in Ha: -0.194 / -0.406
E_LUMO (spin up / spin down) in eV: 0.55 / -4.47

---

Record 6
The molecule C4H9BOS, computed with ωB97M-V/def2-TZVPD.

```
16
Properties=species:S:1:pos:R:3:forces:R:3
C -1.9883 0.7311 -2.8587 0.00 0.00 0.15
B -1.5421 0.7997 -1.5436 -0.24 -0.05 -0.58
O -1.1487 1.0023 -0.3211 -0.08 0.61 -0.01
C -0.7039 0.0966 0.6669 0.40 -0.63 0.57
C 0.6441 -0.5605 0.3145 -0.18 0.01 0.01
C 1.6429 -0.4753 1.4617 0.13 0.41 -0.06
S 2.5698 1.1044 1.4571 0.13 -0.28 0.08
H -3.0293 0.6627 -3.1321 -0.19 -0.07 0.18
H -1.3366 0.7802 -3.7138 0.32 -0.02 -0.04
H -1.4614 -0.6763 0.8375 0.00 0.21 -0.07
H -0.6101 0.6846 1.5892 -0.05 -0.10 -0.24
H 0.4873 -1.6089 0.0589 -0.07 0.00 -0.08
H 1.0557 -0.0636 -0.5679 0.00 -0.09 0.06
H 1.1468 -0.5779 2.4277 0.03 -0.16 -0.03
H 2.4059 -1.2477 1.3770 -0.02 0.02 0.04
H 1.5110 1.8919 1.2766 -0.19 0.16 0.00
```
Forces are in eV/Å.

Max |F| in eV Å⁻¹: 0.94
2S+1: 1
SMILES: C=BOCCCS
Orbital gap in eV: 8.69
HOMO level in Ha: -0.299
E_LUMO in eV: 0.55

---

Record 7
A structure of composition C4H9Br2O3P in a non-equilibrium geometry, computed with ωB97M-V/def2-TZVPD.

```
19
Properties=species:S:1:pos:R:3:forces:R:3
C -1.4178 -1.6301 1.6730 0.99 1.35 0.41
C 1.9083 1.0053 -0.5342 -2.15 2.64 1.63
C -2.2687 -1.2505 0.5318 0.01 -1.92 0.95
C 0.8183 2.2138 -0.4450 3.18 -1.29 -1.37
O -1.8867 1.4481 -2.7329 -1.90 0.22 -1.44
O -0.8008 -0.2950 -1.4132 -0.09 -0.75 1.17
O 0.0173 2.1093 -1.5884 -0.75 0.78 1.57
P -1.2673 1.1165 -1.2999 0.52 -0.65 -2.23
Br -3.2688 0.1926 0.6141 -1.30 2.28 0.03
Br -0.1328 2.0460 1.2672 0.19 0.54 -0.09
H -0.3836 -1.6927 1.3356 0.33 0.27 -0.02
H -1.4645 -0.8429 2.4899 0.08 -1.27 -0.74
H -1.6235 -2.6452 1.9719 -0.43 -0.20 0.57
H 2.7235 1.4085 -1.1372 -0.16 -0.67 -0.20
H 1.2336 0.2414 -0.8997 1.00 -0.84 -0.14
H 2.1699 0.9478 0.5304 0.56 -0.81 -0.53
H -2.8624 -2.0395 0.1435 0.07 -0.67 -1.04
H 1.4515 3.1097 -0.5292 -1.10 0.27 0.58
H -2.4986 0.7846 -3.1406 0.94 0.73 0.88
```
Forces are in eV/Å.

Max |F| in eV Å⁻¹: 3.77
2S+1: 1
Orbital gap (spin up / spin down) in eV: 8.47 / 6.35
HOMO level (spin up / spin down) in Ha: -0.314 / -0.295
E_LUMO (spin up / spin down) in eV: -0.08 / -1.68

---

Record 8
A structure of composition C4H9BrN in a non-equilibrium geometry, computed with ωB97M-V/def2-TZVPD.

```
15
Properties=species:S:1:pos:R:3:forces:R:3
C 0.5104 1.8369 0.2280 1.03 0.07 -0.95
C 1.4955 0.6619 0.3690 -3.33 1.70 -1.23
C -0.6723 -1.9229 -0.2759 0.96 0.52 4.13
C -1.1001 -0.5464 0.2114 0.40 1.24 -4.81
N 0.2302 0.6234 -0.4875 -1.06 -2.54 4.11
Br -2.6971 0.3781 -0.4468 0.86 -0.96 0.37
H -0.2139 2.0767 0.9602 -0.39 0.24 0.88
H 0.7411 2.6691 -0.4895 0.16 -0.77 1.16
H 2.3635 0.7707 -0.1794 1.73 -0.04 -0.91
H 1.4411 -0.0797 1.1202 0.07 -0.16 1.01
H -0.8234 -2.2185 -1.2634 -0.49 -0.15 -1.52
H 0.4005 -1.8868 -0.0005 -0.10 -0.24 -0.71
H -0.9655 -2.7124 0.4910 -0.42 0.96 -1.14
H -1.0133 -0.3200 1.2099 0.48 0.36 2.24
H 0.3032 0.6698 -1.4466 0.11 -0.22 -2.66
```
Forces are in eV/Å.

Max |F| in eV Å⁻¹: 4.98
2S+1: 1
Charge: +1
Orbital gap in eV: 11.13
HOMO level in Ha: -0.551
E_LUMO in eV: -3.86